[1]
Formula: C2H2N2O2S2
Source: the OMol25 dataset
Level of theory: ωB97M-V with the def2-TZVPD basis set

The geometry in ORCA input format:
```
! RIJCOSX wB97M-V def2-TZVPD def2/J DEFGRID3
* xyz 0 1
C -1.44 -0.27 -0.15
C -0.06 -0.78 -0.02
H 2.28 -0.87 -0.05
H -0.16 2.15 0.60
N 0.72 0.34 0.28
N -0.01 1.47 -0.24
O 2.04 0.24 -0.08
O -1.39 1.02 -0.23
S -2.80 -1.07 0.01
S 0.83 -2.21 -0.13
*
```

The value obtained for the relative energy (zero: lowest compared OMol25 entry of this formula, charge and spin) is 530.6 kJ/mol. As for the SMILES: On1[nH]oc(=S)c1=S. For the orbital gap, the calculation gives 7.83 eV.

[2]
Formula: C29H35MnN7O2P3S2
Source: the OMol25 dataset
Level of theory: ωB97M-V with the def2-TZVPD basis set

The geometry in ORCA input format:
```
! RIJCOSX wB97M-V def2-TZVPD def2/J DEFGRID3
* xyz 2 5
Mn -0.10 -0.19 -0.27
C 4.05 2.37 2.47
N 3.27 1.23 1.97
C 3.53 -0.09 2.26
C 2.59 -0.82 1.59
N 1.77 0.03 0.90
C 2.20 1.27 1.14
P 1.58 2.79 0.34
C -0.16 2.61 0.80
N -0.90 1.52 0.59
C -2.20 1.87 0.87
C -2.23 3.17 1.26
N -0.94 3.62 1.22
C -0.51 4.99 1.53
C 1.49 2.05 -1.32
N 0.90 0.90 -1.65
C 1.12 0.71 -2.99
C 1.83 1.76 -3.47
N 2.06 2.59 -2.41
C 2.82 3.85 -2.49
H 4.60 2.06 3.35
H 3.38 3.18 2.74
H 4.75 2.71 1.71
H 4.34 -0.39 2.89
H 2.49 -1.89 1.55
H -3.02 1.19 0.74
H -3.05 3.81 1.53
H -1.22 5.42 2.24
H -0.52 5.60 0.63
H 0.48 4.98 1.97
H 0.75 -0.15 -3.52
H 2.19 1.97 -4.46
H 3.50 3.79 -3.33
H 3.38 4.00 -1.57
H 2.12 4.68 -2.63
C -1.87 -0.69 2.82
P -1.06 -1.55 1.44
C 0.02 -2.73 2.30
C -2.28 -2.63 0.66
C -3.30 -3.23 1.39
C -4.17 -4.10 0.75
C -4.01 -4.38 -0.60
C -2.99 -3.79 -1.32
C -2.12 -2.91 -0.69
P -0.75 -2.11 -1.60
C -1.31 -2.12 -3.32
C 0.58 -3.36 -1.61
H -2.06 -1.42 3.61
H -2.80 -0.23 2.50
H -1.20 0.08 3.20
H -0.63 -3.45 2.80
H 0.62 -2.22 3.05
H 0.68 -3.27 1.62
H -3.43 -3.02 2.45
H -4.98 -4.56 1.31
H -4.69 -5.06 -1.09
H -2.88 -4.03 -2.37
H -1.19 -3.13 -3.71
H -0.74 -1.43 -3.94
H -2.35 -1.80 -3.37
H 0.17 -4.32 -1.95
H 1.01 -3.49 -0.62
H 1.37 -3.05 -2.29
O -1.63 5.32 -1.46
S -0.92 4.52 -2.42
O 0.44 4.88 -2.71
N -0.96 2.95 -1.94
C -1.82 2.25 -2.64
S -2.29 0.65 -2.28
C -2.36 2.98 -3.83
C -3.18 2.51 -4.84
C -3.51 3.38 -5.88
C -3.04 4.69 -5.90
C -2.22 5.17 -4.88
C -1.90 4.28 -3.87
H -3.56 1.50 -4.81
H -4.15 3.03 -6.68
H -3.31 5.34 -6.71
H -1.86 6.19 -4.87
*
```

For the orbital gap (alpha / beta), the calculation gives 5.81 / 6.91 eV.